No. 1
67
Properties=species:S:1:pos:R:3:mulliken_charge:R:1 method="wB97M-V/def2-TZVPD" gap_ev=7.45 lumo_ha=-0.2049 charge=+1
C 5.41 4.05 -0.49 -1.369
C 4.95 2.83 0.40 0.523
C 3.92 3.34 1.51 -1.103
C 4.50 1.53 -0.36 -1.096
C 3.63 1.72 -1.66 1.087
C 4.47 2.12 -2.97 -1.526
C 2.43 2.73 -1.58 -1.049
O 1.44 2.48 -0.53 -0.453
C 0.96 1.22 -0.50 0.104
C 1.25 0.44 0.73 0.436
F 1.96 0.95 1.76 -0.396
C 0.75 -0.93 0.92 0.266
C 1.06 -1.69 2.28 0.170
O 2.14 -2.07 2.56 -0.399
O 0.00 -1.88 3.18 -0.251
S -1.18 -0.67 3.04 -0.009
C -0.06 -1.49 -0.20 -0.057
S -0.77 -3.18 -0.06 1.245
O -1.65 -3.41 -1.21 -0.670
O -1.46 -3.38 1.20 -0.470
C 0.68 -4.35 -0.29 0.780
F 1.84 -3.72 0.13 -0.212
F 0.55 -5.48 0.41 -0.165
F 0.86 -4.58 -1.63 -0.194
C -0.31 -0.68 -1.36 -0.130
N 0.19 0.62 -1.47 0.397
C -0.18 1.35 -2.71 -1.115
C -0.94 2.72 -2.43 -0.437
C -2.16 2.95 -3.37 0.755
F -1.81 3.35 -4.63 -0.246
F -3.02 1.88 -3.46 -0.241
F -2.89 3.99 -2.83 -0.259
H 6.15 4.64 0.13 0.461
H 4.60 4.78 -0.75 0.275
H 5.99 3.72 -1.39 0.245
H 5.86 2.54 1.01 0.440
H 2.96 3.73 1.07 0.087
H 4.43 4.24 1.98 0.481
H 3.79 2.61 2.34 0.245
H 5.44 0.99 -0.68 0.481
H 3.96 0.79 0.30 0.092
H 3.22 0.69 -1.92 0.372
H 4.31 1.38 -3.79 0.359
H 4.15 3.12 -3.38 0.352
H 5.57 2.10 -2.72 0.391
H 2.84 3.76 -1.40 0.297
H 1.98 2.78 -2.61 0.341
H -1.98 -0.95 1.96 0.164
H -0.95 -1.13 -2.17 0.489
H -0.91 0.72 -3.30 0.500
H 0.71 1.47 -3.39 0.362
H -0.27 3.61 -2.48 0.326
H -1.36 2.63 -1.38 0.333
C -4.42 -4.50 2.13 -0.844
C -5.61 -3.84 1.45 -0.309
O -6.77 -3.89 2.30 -0.312
C -6.83 -2.95 3.26 0.373
O -5.99 -2.11 3.44 -0.522
C -8.13 -3.09 4.05 0.877
F -8.39 -4.36 4.39 -0.241
F -9.18 -2.65 3.34 -0.250
F -8.10 -2.38 5.19 -0.235
H -4.67 -5.51 2.44 0.337
H -3.57 -4.53 1.45 0.159
H -4.13 -3.95 3.03 0.299
H -5.87 -4.39 0.55 0.362
H -5.39 -2.81 1.16 0.300

---

No. 2
86
Properties=species:S:1:pos:R:3:mulliken_spin:R:1 method="wB97M-V/def2-TZVPD" gap_ev=7.08 multiplicity=7 lumo_ha=-0.0935 charge=+1 de_lowest_kcal_mol=5.5
Tb 0.26 -1.47 -2.06 6.101
N -1.39 -3.56 -2.21 -0.004
C -2.81 -3.23 -2.14 0.000
C -3.23 -2.31 -3.30 0.002
N -2.21 -1.30 -3.67 -0.007
C -1.86 -1.48 -5.09 -0.001
C -0.96 -2.68 -5.35 0.000
N 0.25 -2.51 -4.55 -0.003
C -2.73 0.07 -3.50 0.001
C -1.64 1.14 -3.56 0.001
N -0.60 0.89 -2.55 -0.003
H -1.21 -4.11 -3.05 0.001
H -1.14 -4.16 -1.43 0.000
H -2.99 -2.76 -1.17 -0.001
H -3.45 -4.13 -2.18 0.000
H -4.17 -1.83 -3.04 0.000
H -3.43 -2.95 -4.17 0.000
H -1.28 -0.61 -5.40 0.000
H -2.76 -1.54 -5.72 0.001
H -0.76 -2.73 -6.43 0.000
H -1.44 -3.63 -5.08 0.000
H 0.72 -1.65 -4.87 -0.005
H 0.91 -3.27 -4.71 0.001
H -3.22 0.14 -2.53 -0.001
H -3.48 0.30 -4.27 0.000
H -2.12 2.12 -3.42 0.000
H -1.16 1.15 -4.54 -0.002
H -0.83 1.35 -1.68 0.001
H 0.28 1.29 -2.88 -0.003
C 0.47 3.61 11.43 0.000
O -0.54 3.01 10.65 0.000
C -0.25 2.59 9.40 0.000
C 0.99 2.68 8.78 -0.001
C 1.17 2.21 7.49 0.002
C 0.11 1.64 6.79 -0.001
C -1.14 1.54 7.43 0.001
C -1.32 2.00 8.70 -0.001
C 0.20 1.18 5.43 0.000
N -0.86 0.74 4.77 0.000
C -0.44 0.48 3.51 -0.001
C 0.92 0.76 3.38 -0.001
N 1.31 1.20 4.62 0.000
C 1.60 0.62 2.14 0.004
C 2.96 0.91 1.95 -0.001
C 3.48 0.78 0.69 0.000
C 2.66 0.35 -0.36 -0.004
N 1.38 0.06 -0.21 -0.005
C 0.84 0.19 1.02 -0.012
C -0.57 -0.10 1.15 -0.001
N -1.26 -0.46 0.05 -0.008
C -2.57 -0.62 0.18 0.002
C -3.27 -0.54 1.38 0.003
C -2.58 -0.21 2.52 -0.001
C -1.21 0.04 2.41 0.001
H 0.00 3.86 12.38 0.000
H 0.85 4.53 10.97 0.000
H 1.30 2.92 11.62 0.000
H 1.83 3.11 9.30 0.000
H 2.14 2.30 7.04 0.000
H -1.95 1.10 6.88 0.000
H -2.27 1.93 9.19 0.000
H 2.24 1.49 4.89 0.000
H 3.56 1.24 2.78 0.000
H 4.52 1.00 0.49 0.000
H 3.07 0.27 -1.36 0.001
H -3.11 -0.82 -0.74 -0.003
H -4.33 -0.73 1.39 0.000
H -3.05 -0.12 3.48 0.000
C 2.61 2.08 -5.54 0.000
C 2.28 0.60 -5.32 0.000
C 3.09 -0.28 -6.27 0.000
O 0.88 0.38 -5.51 0.000
C 2.62 0.21 -3.84 -0.001
O 3.60 0.70 -3.32 0.000
O 1.81 -0.60 -3.29 -0.026
H 2.37 2.37 -6.56 0.000
H 3.67 2.24 -5.36 0.000
H 2.05 2.70 -4.84 0.000
H 2.82 -0.06 -7.30 0.000
H 2.91 -1.33 -6.07 0.000
H 4.15 -0.09 -6.12 0.000
H 0.71 0.60 -6.44 0.000
F 1.42 -3.49 -2.06 -0.004
C 1.80 -2.83 -0.80 -0.015
F 0.45 -2.86 -0.17 -0.005
H 2.32 -3.64 -0.25 0.000

---

No. 3
18
Properties=species:S:1:pos:R:3:mulliken_charge:R:1 method="wB97M-V/def2-TZVPD" gap_ev=3.37 lumo_ha=-0.4375 charge=+2 de_lowest_kcal_mol=65.4
Hg -1.30 1.43 2.90 0.974
Hg -1.90 -3.47 -0.97 1.523
Hg -1.86 1.57 -3.46 1.538
S -1.14 -1.74 -3.73 1.147
O -1.22 -2.15 -5.20 -0.446
O 0.21 -1.60 -3.30 -0.571
O -1.74 -0.43 -3.68 -0.644
O -1.78 -2.63 -2.85 -0.636
Cl -0.40 0.24 -0.09 1.673
O -1.74 0.83 0.09 -0.770
O -0.59 -1.25 -0.20 -0.563
O 0.05 0.59 -1.37 -0.591
O 0.36 0.81 0.96 -0.543
Cl 2.52 1.50 4.24 1.534
O 3.46 1.43 3.10 -0.366
O 1.22 0.99 3.79 -0.439
O 3.27 0.90 5.32 -0.413
O 2.57 2.97 4.43 -0.407

---

No. 4
83
Properties=species:S:1:pos:R:3:mulliken_spin:R:1 method="wB97M-V/def2-TZVPD" gap_ev="6.64 / 8.07" multiplicity=8 lumo_ha="-0.1583 / -0.1065" charge=+1
Gd -0.17 0.59 0.30 7.354
C -0.92 -1.87 1.05 0.060
C 0.39 -2.16 0.56 -0.074
C 0.62 -0.64 2.29 -0.097
C -0.79 -0.94 2.13 -0.097
C 1.33 -1.40 1.30 0.056
C -2.19 -2.46 0.57 -0.003
H -2.12 -2.85 -0.45 0.001
H -3.02 -1.75 0.57 -0.002
H -2.51 -3.29 1.21 0.000
C -1.93 -0.21 2.74 -0.006
H -2.90 -0.35 2.24 -0.003
H -1.80 0.87 2.69 -0.004
H -2.02 -0.45 3.80 0.000
C 1.23 0.45 3.09 -0.002
H 1.36 0.15 4.14 0.001
H 0.60 1.33 3.12 -0.005
H 2.18 0.85 2.71 -0.005
C 2.81 -1.42 1.13 -0.004
H 3.28 -2.07 1.87 0.000
H 3.26 -0.43 1.25 -0.002
H 3.11 -1.78 0.14 0.001
C 0.72 -3.22 -0.43 0.004
H 0.95 -4.18 0.06 -0.001
H 1.59 -2.97 -1.04 -0.002
H -0.10 -3.42 -1.11 -0.001
C -1.78 1.51 -6.83 0.000
C -1.86 0.17 -6.83 0.000
C -1.05 -0.80 -7.63 0.000
C 0.30 -0.29 -8.18 0.000
C 1.23 0.19 -7.10 0.000
C 1.30 1.40 -6.54 -0.001
C 0.49 2.63 -6.87 0.000
C -0.84 2.39 -7.60 0.000
H -1.63 -1.21 -8.47 0.000
H 0.13 0.44 -8.98 0.000
H -0.84 -1.67 -6.98 0.000
H -0.66 2.06 -8.63 0.000
H -2.51 2.08 -6.25 0.000
H -2.67 -0.30 -6.27 0.001
H -1.33 3.38 -7.68 0.000
H 0.28 3.14 -5.92 0.000
H 2.10 1.60 -5.81 0.000
H 1.09 3.34 -7.46 0.000
H 0.79 -1.16 -8.65 0.000
H 1.95 -0.58 -6.79 0.000
P -1.34 0.30 -2.11 -0.047
C -2.90 1.21 -2.00 -0.003
C -1.53 -1.10 -3.22 0.006
P 1.52 0.89 -1.78 -0.048
C 0.02 1.45 -2.84 -0.016
C 2.48 -0.28 -2.76 0.006
C 2.54 2.34 -1.39 -0.002
H -2.85 1.97 -1.20 -0.001
H -3.70 0.49 -1.72 0.001
H -3.12 1.68 -2.98 0.000
H -1.65 -0.76 -4.27 -0.003
H -2.41 -1.69 -2.87 0.000
H -0.64 -1.77 -3.13 0.001
H 2.81 2.86 -2.33 0.000
H 3.45 1.98 -0.85 0.001
H 2.00 3.02 -0.70 -0.001
H -0.23 2.51 -2.59 0.007
H 0.17 1.29 -3.93 0.003
H 3.43 -0.48 -2.22 0.000
H 2.67 0.14 -3.77 -0.003
H 1.93 -1.24 -2.84 0.000
O -0.97 4.35 1.55 0.000
C -0.90 3.31 2.18 0.004
O -0.62 2.17 1.57 -0.068
C -1.13 3.28 3.67 -0.003
C -1.06 2.22 4.61 -0.001
C -1.32 2.43 5.96 -0.001
C -1.66 3.71 6.41 0.001
C -1.73 4.77 5.49 -0.003
C -1.48 4.54 4.15 0.003
N -1.92 3.91 7.81 0.000
O -1.83 2.93 8.58 0.000
O -2.23 5.05 8.24 0.000
H -0.80 1.20 4.35 0.000
H -1.27 1.62 6.68 0.000
H -2.00 5.75 5.84 0.000
H -1.53 5.36 3.46 0.000

---

No. 5
7
Properties=species:S:1:pos:R:3:mulliken_charge:R:1 method="wB97M-V/def2-TZVPD" gap_ev="8.08 / 6.14" lumo_ha="-0.0526 / -0.0866" de_lowest_kcal_mol=114.5
C 1.45 -0.51 -0.22 -0.711
C 0.90 0.23 -1.07 0.657
O 0.53 0.74 -2.08 -0.455
F -2.43 -0.32 0.75 -0.075
P -1.03 -0.49 0.61 0.148
H 1.67 -0.54 0.73 0.385
H -1.08 0.89 1.27 0.050

---

No. 6
23
Properties=species:S:1:pos:R:3:mulliken_charge:R:1 method="wB97M-V/def2-TZVPD" gap_ev=9.19 smiles=CN(C)CCCCS lumo_ha=0.0325 de_lowest_kcal_mol=21.1
C 1.06 -0.08 1.92 -1.141
N -0.24 -0.71 1.74 0.121
C -0.79 -1.18 3.01 -1.136
C -1.18 0.07 0.94 -0.816
C -1.25 -0.37 -0.53 -0.493
C 0.00 -1.04 -1.11 -0.509
C 1.08 -0.13 -1.82 -0.951
S 0.73 1.63 -2.02 -0.204
H 1.28 0.53 1.04 0.309
H 1.84 -0.84 1.89 0.330
H 1.13 0.51 2.82 0.398
H -0.94 -0.36 3.72 0.384
H -1.76 -1.62 2.81 0.377
H -0.13 -1.97 3.37 0.317
H -0.94 1.14 0.96 0.335
H -2.18 -0.02 1.38 0.450
H -1.49 0.50 -1.15 0.262
H -2.09 -1.05 -0.69 0.350
H -0.32 -1.77 -1.85 0.388
H 0.52 -1.59 -0.34 0.300
H 2.04 -0.33 -1.35 0.383
H 1.20 -0.52 -2.82 0.432
H -0.23 1.44 -2.94 0.114

---

No. 7
17
Properties=species:S:1:pos:R:3:mulliken_spin:R:1 method="wB97M-V/def2-TZVPD" gap_ev="7.31 / 6.96" multiplicity=3 lumo_ha="0.0381 / -0.0788" de_lowest_kcal_mol=0.0
C -1.20 0.09 -2.23 0.589
C -0.96 1.17 0.04 0.058
C -1.42 0.01 -0.83 -0.041
C -0.07 -0.09 0.05 0.130
C 1.37 0.03 -0.53 -0.010
C -0.17 -0.94 1.29 0.015
S -1.71 -1.04 -3.27 1.227
H -0.63 0.97 -2.59 0.051
H -0.47 2.12 -0.44 -0.004
H -1.43 1.24 0.98 0.003
H -2.35 -0.59 -0.48 -0.017
H 1.73 -0.98 -1.07 0.005
H 2.04 0.20 0.44 0.000
H 1.52 0.74 -1.39 -0.006
H 0.19 -0.22 2.05 0.001
H 0.56 -1.82 1.20 0.001
H -1.20 -1.29 1.54 -0.001